# 1
Here is 2 unconnected molecules or ions with the total composition C4H11N2O3P from the Open Molecules 2025 dataset. Energies are from ωB97M-V/def2-TZVPD.

Each line ends with the Mulliken charge.
Element x y z (Å)
C (-0.04, 2.34, 0.34)  -1.2538
C (1.03, -2.63, -0.36)  -0.6975
C (-2.83, 0.25, 0.33)  -0.5716
C (0.16, 0.99, -0.24)  -0.1728
N (2.67, 0.17, -1.18)  -0.1865
N (2.31, 0.84, -0.30)  -0.1305
O (0.52, -0.86, 1.83)  -0.7308
O (-0.10, -1.69, -0.58)  -0.3470
O (-1.83, -0.49, 0.98)  -0.4228
P (-0.20, -0.55, 0.61)  1.0621
H (0.09, 2.15, 1.45)  0.2850
H (-0.86, 2.97, 0.13)  0.3976
H (0.80, 2.86, 0.12)  0.4629
H (0.89, -3.43, 0.32)  0.2953
H (1.92, -2.11, -0.08)  0.2855
H (1.24, -3.06, -1.32)  0.2831
H (-3.53, -0.37, -0.14)  0.2610
H (-2.29, 1.01, -0.21)  0.2827
H (-3.44, 0.66, 1.14)  0.1997
H (-0.18, 0.85, -1.31)  0.4456
H (3.66, 0.08, -1.53)  0.2528

Output
**HOMO level (alpha / beta)**: -0.3051 / -0.3101 Ha
**Gap between HOMO and LUMO (alpha / beta)**: 8.42 / 8.47 eV
**Net charge**: 0
**ΔE to the lowest compared entry with this formula, charge and spin**: 402.5 kJ/mol
**DFT total energy**: -22735.2757 eV

---

# 2
Here is 3 unconnected molecules or ions with the total composition C18H49ClN7O3P2 from the Open Molecules 2025 dataset. Energies are from ωB97M-V/def2-TZVPD.

Each line ends with the Mulliken charge.
Element x y z (Å)
C (1.52, 2.06, -3.89)  -0.6859
O (1.00, 0.74, -3.87)  -0.4519
C (0.42, 0.36, -2.63)  -0.2790
C (1.45, -0.39, -1.76)  -0.3999
C (1.92, 0.38, -0.50)  -0.4162
C (3.36, 0.92, -0.59)  -0.8098
C (4.47, -0.11, -0.95)  -0.5168
N (5.30, 0.44, -2.02)  -0.7495
Cl (5.34, -0.75, -3.35)  -0.3713
H (0.86, 2.71, -4.47)  0.2399
H (2.50, 2.05, -4.38)  0.3367
H (1.66, 2.46, -2.89)  0.2390
H (0.04, 1.24, -2.10)  0.1842
H (-0.44, -0.27, -2.87)  0.2233
H (1.00, -1.33, -1.43)  0.3351
H (2.29, -0.64, -2.41)  0.3390
H (1.27, 1.26, -0.40)  0.2624
H (1.74, -0.21, 0.40)  0.2048
H (3.40, 1.69, -1.36)  0.3917
H (3.59, 1.34, 0.39)  0.3118
H (4.06, -1.09, -1.21)  0.4655
H (5.12, -0.24, -0.06)  0.1682
O (1.74, -1.22, 3.84)  -0.8624
P (2.50, -2.41, 4.34)  0.5384
N (4.07, -2.14, 3.74)  0.4000
C (4.85, -2.91, 2.81)  -0.7671
C (4.70, -0.91, 4.18)  -1.2481
N (1.57, -3.66, 3.60)  0.2560
C (2.14, -4.75, 2.83)  -1.1589
C (0.29, -3.26, 3.01)  -0.9836
N (2.93, -3.40, 5.64)  0.1827
C (4.29, -3.77, 5.99)  -0.8278
C (1.91, -4.16, 6.34)  -0.9600
H (5.82, -3.21, 3.23)  0.3478
H (5.05, -2.32, 1.90)  0.1333
H (4.37, -3.83, 2.49)  0.2271
H (5.00, -0.95, 5.24)  0.3029
H (4.04, -0.05, 4.05)  0.3135
H (5.60, -0.72, 3.60)  0.4265
H (2.48, -4.43, 1.84)  0.3189
H (1.39, -5.53, 2.69)  0.3881
H (2.98, -5.22, 3.36)  0.2626
H (0.41, -2.80, 2.02)  0.2327
H (-0.23, -2.55, 3.65)  0.3206
H (-0.34, -4.15, 2.91)  0.3734
H (4.64, -4.61, 5.37)  0.2467
H (4.33, -4.08, 7.03)  0.3549
H (4.99, -2.95, 5.88)  0.2153
H (1.80, -5.17, 5.91)  0.2942
H (0.94, -3.67, 6.28)  0.3056
H (2.16, -4.26, 7.40)  0.3538
O (-5.41, 1.48, -0.85)  -0.8732
P (-4.82, 2.17, -2.03)  0.4417
N (-4.59, 3.77, -1.51)  0.1679
C (-5.06, 5.02, -2.06)  -0.8850
C (-3.80, 3.91, -0.29)  -1.1110
N (-6.01, 1.89, -3.24)  0.2763
C (-6.49, 2.91, -4.15)  -1.1838
C (-7.09, 0.98, -2.89)  -1.0751
N (-3.52, 2.09, -3.08)  0.4675
C (-2.58, 3.16, -3.36)  -0.8209
C (-3.42, 0.98, -4.03)  -0.9296
H (-4.23, 5.70, -2.30)  0.3473
H (-5.71, 5.54, -1.35)  0.3360
H (-5.62, 4.89, -2.98)  0.2594
H (-2.74, 3.68, -0.45)  0.2884
H (-4.18, 3.26, 0.50)  0.3070
H (-3.86, 4.94, 0.07)  0.4140
H (-7.18, 3.62, -3.66)  0.3390
H (-7.04, 2.44, -4.97)  0.3926
H (-5.67, 3.46, -4.60)  0.2604
H (-7.87, 1.46, -2.28)  0.3086
H (-6.72, 0.12, -2.33)  0.3400
H (-7.55, 0.60, -3.81)  0.3633
H (-2.99, 3.86, -4.10)  0.1995
H (-1.66, 2.75, -3.76)  0.2289
H (-2.29, 3.72, -2.47)  0.2568
H (-3.89, 1.24, -4.98)  0.2718
H (-3.91, 0.09, -3.64)  0.3358
H (-2.38, 0.72, -4.20)  0.2680

Output
**HOMO level**: -0.0631 Ha
**Gap between HOMO and LUMO**: 3.93 eV
**Net charge**: -1
**DFT total energy**: -67131.9066 eV

---

# 3
Here is a gas-phase ion, C10H16N (charge +1) from the Open Molecules 2025 dataset. Energies are from ωB97M-V/def2-TZVPD.

Each line ends with the Mulliken charge.
Element x y z (Å)
C (2.75, 1.00, -0.59)  -0.7999
C (1.72, 1.41, -1.40)  -0.6894
C (0.44, 1.71, -0.96)  -0.0770
C (-0.41, 0.92, -0.35)  0.3395
C (-1.74, 1.58, 0.16)  -1.1939
C (-1.78, 1.32, 1.67)  -0.6169
C (-1.23, -0.24, 1.62)  -1.1242
C (-0.45, -0.38, 0.35)  1.2923
N (0.00, -1.50, -0.16)  0.0653
C (-0.03, -2.70, 0.63)  -1.0248
C (0.66, -1.59, -1.45)  -0.9164
H (2.59, 1.00, 0.43)  0.3302
H (3.72, 0.93, -1.00)  0.3231
H (1.80, 1.45, -2.56)  0.3792
H (0.17, 2.77, -1.03)  0.2618
H (-2.55, 1.32, -0.42)  0.4485
H (-1.56, 2.71, 0.01)  0.3484
H (-1.08, 2.03, 2.11)  0.3296
H (-2.83, 1.30, 2.25)  0.2964
H (-0.54, -0.46, 2.44)  0.4772
H (-2.21, -0.78, 1.54)  0.4068
H (-0.42, -3.45, -0.09)  0.3616
H (1.12, -2.95, 0.84)  0.2907
H (-0.72, -2.52, 1.44)  0.4023
H (0.87, -0.61, -1.92)  0.2751
H (1.62, -2.16, -1.44)  0.3800
H (0.10, -2.10, -2.11)  0.4345

Output
**HOMO level**: -0.4878 Ha
**Gap between HOMO and LUMO**: 9.03 eV
**Net charge**: +1
**ΔE to the lowest compared entry with this formula, charge and spin**: 312.3 kJ/mol
**DFT total energy**: -12110.0506 eV

---

# 4
Here is C20H16N2OS in the gas phase from the Open Molecules 2025 dataset. Energies are from ωB97M-V/def2-TZVPD.

Each line ends with the Mulliken charge.
Element x y z (Å)
C (4.42, 5.35, -1.21)  -1.5150
C (2.98, 4.63, -1.14)  0.9619
C (1.94, 4.94, -2.15)  -0.7148
C (0.79, 4.44, -2.06)  -0.1170
C (0.45, 3.60, -0.96)  0.6131
C (-0.81, 2.78, -1.08)  -1.3139
N (-0.67, 1.38, -1.65)  0.1306
C (-0.36, 1.13, -2.79)  0.0833
C (-0.10, -0.21, -2.83)  -0.6330
C (-0.24, -1.32, -2.13)  -0.5542
C (-0.70, -0.84, -0.73)  0.2559
C (-0.63, -1.88, 0.24)  0.6748
N (-0.53, -3.17, 0.24)  -0.5465
C (-0.75, -3.85, 1.25)  0.1604
C (-0.90, -5.34, 1.33)  -0.9091
C (-0.94, -5.84, 2.52)  -0.2674
C (-1.44, -4.93, 3.70)  -0.3729
C (-1.32, -3.63, 3.41)  -0.3830
C (-1.19, -3.11, 2.23)  0.8124
S (-1.07, -1.42, 1.78)  -0.1436
C (-0.67, 0.50, -0.44)  0.1463
O (-1.06, 0.80, 0.74)  -0.7932
C (1.59, 3.23, -0.18)  -0.3119
C (2.95, 3.83, -0.21)  -1.5528
H (4.73, 5.90, -2.20)  0.3206
H (5.17, 4.70, -1.18)  0.4467
H (4.52, 6.13, -0.54)  0.3757
H (2.10, 5.89, -2.84)  0.1853
H (0.01, 4.64, -3.03)  0.1277
H (-1.21, 2.91, -0.03)  0.3407
H (-1.46, 3.29, -1.82)  0.5995
H (-0.16, 1.78, -3.43)  0.7783
H (0.13, -0.46, -3.99)  0.0824
H (-0.17, -2.33, -2.35)  0.5908
H (-0.61, -5.91, 0.39)  0.2816
H (-0.92, -6.84, 2.89)  0.3950
H (-1.63, -5.55, 4.66)  0.2725
H (-2.00, -2.96, 4.33)  0.0947
H (1.20, 2.51, 0.51)  0.5436
H (3.37, 3.59, 0.49)  0.8546

Output
**HOMO level**: -0.2743 Ha
**Gap between HOMO and LUMO**: 6.85 eV
**Net charge**: 0
**ΔE to the lowest compared entry with this formula, charge and spin**: 1220.5 kJ/mol
**DFT total energy**: -36849.8462 eV

---

# 5
Here is a molecular structure, C4H10AgCl2O2 from the Open Molecules 2025 dataset. Energies are from ωB97M-V/def2-TZVPD.

Each line ends with the Mulliken charge.
Element x y z (Å)
Ag (-3.27, 0.66, -0.22)  0.8125
Cl (-3.47, 2.16, 4.25)  -0.9302
Cl (-5.28, -1.96, -3.02)  -0.8946
C (-0.26, -2.55, 0.70)  -0.7345
O (-0.01, -1.14, 0.66)  -0.2748
C (1.38, -0.80, 0.48)  -0.5535
C (1.38, 0.74, 0.15)  -0.5218
O (0.41, 1.11, -0.92)  -0.3325
C (0.64, 2.43, -1.40)  -0.7317
H (-0.50, -2.90, 1.71)  0.2697
H (0.64, -3.10, 0.42)  0.2886
H (-1.07, -2.95, 0.09)  0.2951
H (1.82, -1.39, -0.32)  0.3977
H (2.02, -0.96, 1.34)  0.3121
H (2.32, 1.09, -0.27)  0.4312
H (1.18, 1.23, 1.10)  0.3180
H (-0.27, 2.84, -1.83)  0.2479
H (1.26, 2.44, -2.30)  0.2579
H (1.07, 3.05, -0.62)  0.3430

Output
**HOMO level**: -0.1721 Ha
**Gap between HOMO and LUMO**: 4.40 eV
**Net charge**: -1
**ΔE to the lowest compared entry with this formula, charge and spin**: 397.9 kJ/mol
**DFT total energy**: -37447.2061 eV